No. 1
78
Properties=species:S:1:pos:R:3:lowdin_charge:R:1 method="wB97M-V/def2-TZVPD" charge=-1 e_above_lowest_kj_mol=0.0 e_homo_ev=-4.57 e_tot_ha=-5304.90690
C 3.27 -2.33 -6.72 -0.0689
C 2.77 -1.47 -7.84 -0.2245
H 3.21 -3.38 -7.01 0.0707
H 2.70 -2.16 -5.80 -0.0257
H 4.32 -2.14 -6.47 0.0913
C 2.75 -1.90 -9.11 -0.1181
C 3.13 -3.28 -9.55 -0.1122
H 2.47 -1.22 -9.93 0.1042
H 2.70 -4.06 -8.88 0.0745
H 4.22 -3.42 -9.59 0.0807
H 2.73 -3.40 -10.57 0.0687
Hg 2.70 -0.69 -2.43 0.4902
Cl 2.40 -2.81 -3.46 -0.0846
C -0.10 3.03 -2.43 -0.3363
O -0.35 1.88 -2.08 -0.0407
N -1.00 3.79 -3.12 -0.2022
C -2.34 3.25 -3.39 -0.0420
C -0.64 5.05 -3.75 -0.0762
H 0.87 3.54 -2.22 0.1142
H -2.68 2.66 -2.53 0.0971
H -2.40 2.58 -4.26 0.0713
H -2.97 4.14 -3.52 0.0802
H 0.18 5.53 -3.20 0.0824
H -1.53 5.69 -3.70 0.0793
H -0.30 4.89 -4.79 0.0763
H -3.55 1.99 2.94 0.0842
H -1.22 1.86 4.41 0.0841
C -3.34 0.92 2.73 -0.0765
C -1.29 0.79 4.12 -0.0769
N -1.92 0.65 2.81 -0.2170
H -3.72 0.66 1.74 0.0919
C -1.18 0.81 1.65 -0.3765
O -1.61 1.28 0.60 -0.0090
H -0.28 0.35 4.10 0.0873
H -0.16 0.40 1.79 0.0813
H -3.84 0.34 3.50 0.0750
H -1.91 0.28 4.86 0.0766
H 0.90 -3.85 -1.46 0.0033
H -0.33 -3.77 -3.82 0.0451
C -0.09 -4.15 -1.09 -0.1595
C -1.27 -3.92 -3.27 -0.0788
N -1.14 -3.52 -1.88 -0.2162
H -0.18 -3.77 -0.06 0.0313
C -2.03 -2.65 -1.34 -0.4287
O -3.07 -2.25 -1.85 -0.0468
H -2.05 -3.34 -3.76 0.0756
H -1.70 -2.31 -0.32 0.0342
H -0.20 -5.25 -1.13 0.0777
H -1.52 -4.98 -3.34 0.0782
O 1.25 -0.27 -6.40 -0.1961
C 2.20 -0.09 -7.48 -0.2546
C 0.44 0.18 -9.28 -0.0627
C 1.58 0.68 -8.64 -0.2075
H -0.06 -0.71 -8.86 0.1191
C 0.03 0.75 -10.50 -0.0767
H 3.07 0.47 -7.08 0.1512
C 2.24 1.82 -9.14 -0.0354
H -0.83 0.31 -11.02 0.1047
C 0.76 1.81 -11.06 -0.1010
C 1.86 2.35 -10.38 -0.0896
H 3.09 2.20 -8.57 0.1154
H 0.46 2.21 -12.03 0.0944
H 2.44 3.17 -10.81 0.0983
Si -0.25 0.29 -5.82 0.4195
Cl 0.31 -1.28 -0.30 -0.1287
C -1.69 -0.44 -6.75 -0.1686
C -0.14 2.15 -6.03 -0.1446
C -0.33 -0.31 -4.07 -0.1743
H -1.75 -0.13 -7.80 0.0091
H -2.64 -0.15 -6.24 0.0387
H -1.64 -1.54 -6.71 0.0411
H 0.12 -1.31 -3.97 -0.0177
H -1.31 -0.28 -3.56 0.0618
H 0.34 0.38 -3.51 -0.0168
H 0.14 2.48 -7.05 0.0310
H 0.61 2.59 -5.35 0.0402
H -1.10 2.65 -5.82 0.0130
Br 3.05 1.39 -1.25 -0.1526



No. 2
71
Properties=species:S:1:pos:R:3:lowdin_spin:R:1 method="wB97M-V/def2-TZVPD" s_squared=6.0437 multiplicity=5 e_above_lowest_kj_mol=82.7 e_homo_ev="-7.26 / -7.96" e_tot_ha=-2871.40032
Cr 0.45 0.09 0.37 3.5657
C 3.04 -3.15 2.30 0.0011
C 3.21 -3.51 0.83 0.0007
C 3.79 -2.34 0.07 -0.0006
C 5.17 -2.24 -0.04 0.0005
C 5.77 -1.17 -0.66 0.0001
C 4.98 -0.16 -1.19 0.0004
C 3.60 -0.23 -1.13 0.0024
C 2.76 0.82 -1.80 0.0103
C 2.29 0.38 -3.19 0.0017
C 2.99 -1.32 -0.48 0.0067
N 1.59 -1.35 -0.42 0.0072
C 0.90 -2.29 -1.05 0.0461
C -0.49 -2.13 -1.05 0.0148
C -1.58 -2.98 -1.28 0.0352
C -2.72 -2.23 -0.99 0.0094
C -2.28 -0.96 -0.63 0.0450
N -0.95 -0.88 -0.67 0.0165
H 2.60 -3.98 2.86 0.0000
H 2.37 -2.29 2.39 0.0016
H 4.00 -2.89 2.75 0.0001
H 2.25 -3.81 0.41 0.0003
H 3.90 -4.36 0.74 0.0002
H 5.78 -3.05 0.35 0.0000
H 6.84 -1.12 -0.74 0.0000
H 5.45 0.68 -1.68 0.0000
H 3.33 1.75 -1.89 0.0004
H 1.85 1.03 -1.19 0.0069
H 3.13 0.18 -3.84 0.0003
H 1.68 1.18 -3.63 0.0001
H 1.67 -0.51 -3.11 0.0006
H 1.39 -3.09 -1.59 0.0015
H -1.54 -4.01 -1.57 0.0022
H -3.74 -2.56 -1.05 0.0000
H -2.89 -0.11 -0.37 0.0024
C 2.41 1.55 4.39 0.0010
C 2.30 0.16 3.78 0.0127
O 0.97 -0.33 3.83 0.0158
P -0.04 0.10 2.60 0.0960
O -1.20 -0.98 2.90 0.0111
C -1.03 -2.36 2.60 0.0064
C -0.73 -3.14 3.87 0.0007
O -0.82 1.39 3.10 0.0110
C -1.67 1.45 4.25 0.0012
C -1.40 2.77 4.95 0.0003
H 3.44 1.87 4.40 0.0001
H 2.03 1.53 5.41 0.0002
H 1.81 2.25 3.80 0.0005
H 2.91 -0.56 4.33 0.0003
H 2.64 0.19 2.73 0.0104
H -0.22 -2.49 1.86 0.0045
H -1.97 -2.70 2.14 0.0001
H 0.16 -2.73 4.34 0.0001
H -0.58 -4.19 3.66 0.0000
H -1.56 -3.04 4.57 0.0002
H -1.48 0.60 4.91 0.0000
H -2.70 1.40 3.90 0.0002
H -0.41 2.76 5.40 0.0000
H -2.14 2.96 5.72 0.0001
H -1.44 3.58 4.22 0.0000
F -0.92 6.11 0.18 0.0070
C -0.65 4.78 0.24 0.0234
C 0.64 4.35 0.47 -0.0062
C 0.88 2.99 0.55 0.0236
C -0.12 2.03 0.38 -0.0255
C -1.41 2.53 0.18 0.0255
C -1.69 3.88 0.11 -0.0038
H 1.44 5.07 0.58 -0.0012
H 1.90 2.67 0.75 0.0039
H -2.24 1.84 0.09 0.0016
H -2.70 4.23 -0.05 -0.0009



No. 3
9
Properties=species:S:1:pos:R:3:nbo_charge:R:1 method="wB97M-V/def2-TZVPD" smiles="O=S(=O)=P.N" e_above_lowest_kj_mol=606.9 e_homo_ev="-9.34 / -9.98" e_tot_ha=-947.03709
O 0.97 -0.88 -1.99 -0.8526
S 1.68 0.20 -1.34 1.5622
O 2.47 -0.03 -0.15 -0.8480
P 0.29 1.86 -0.87 0.1911
H 0.81 2.10 0.33 -0.0533
N -1.48 -0.67 1.27 -1.0956
H -2.32 -1.21 1.57 0.3739
H -0.66 -1.28 0.94 0.3744
H -1.76 -0.09 0.24 0.3479



No. 4
59
Properties=species:S:1:pos:R:3:nbo_charge:R:1 method="wB97M-V/def2-TZVPD" smiles=CCCCBCCCc1ccccc1.CCCC#N.CCCC#N e_homo_ev=-8.97 e_tot_ha=-955.43087
C 6.34 -1.76 -0.53 -0.6200
C 5.30 -0.60 -0.11 -0.4160
C 3.88 -1.10 -0.55 -0.3792
C 2.74 0.04 -0.45 -0.7988
B 1.81 -0.11 -1.74 0.7149
C 0.23 0.18 -1.82 -0.7942
C -0.50 0.34 -0.43 -0.3898
C -2.08 0.48 -0.64 -0.4326
C -2.78 -0.94 -0.54 0.0072
C -3.46 -1.37 0.70 -0.2394
C -4.03 -2.74 0.67 -0.2158
C -3.95 -3.60 -0.52 -0.2393
C -3.27 -3.16 -1.76 -0.2042
C -2.69 -1.80 -1.73 -0.2417
H 6.86 -2.20 0.37 0.2031
H 5.84 -2.61 -1.05 0.1983
H 7.15 -1.38 -1.21 0.2193
H 5.60 0.31 -0.68 0.2212
H 5.40 -0.50 1.00 0.2009
H 3.51 -1.99 0.02 0.2008
H 3.97 -1.42 -1.63 0.1997
H 2.20 0.02 0.53 0.2271
H 3.30 1.03 -0.53 0.2420
H 2.33 -0.52 -2.74 -0.0981
H 0.01 1.06 -2.50 0.2422
H -0.25 -0.71 -2.33 0.2361
H -0.12 1.18 0.20 0.2086
H -0.37 -0.63 0.14 0.2080
H -2.32 0.92 -1.65 0.2109
H -2.54 1.20 0.10 0.2128
H -3.54 -0.71 1.59 0.2271
H -4.53 -3.08 1.61 0.2182
H -4.40 -4.62 -0.53 0.2198
H -3.20 -3.82 -2.66 0.2267
H -2.20 -1.48 -2.67 0.2176
C 5.88 3.71 1.92 -0.6132
C 6.60 4.54 0.87 -0.3782
C 6.39 4.01 -0.55 -0.5121
C 6.96 2.68 -0.74 0.3006
N 7.40 1.62 -0.88 -0.3419
H 6.25 2.68 1.96 0.2171
H 6.03 4.15 2.91 0.2175
H 4.80 3.68 1.73 0.2032
H 7.67 4.57 1.11 0.2103
H 6.24 5.57 0.92 0.2084
H 6.87 4.70 -1.26 0.2510
H 5.33 4.00 -0.79 0.2433
C -7.06 -1.22 2.34 -0.6109
C -7.86 -1.51 1.07 -0.3817
C -8.57 -0.28 0.51 -0.5118
C -9.59 0.24 1.42 0.2879
N -10.38 0.65 2.14 -0.3332
H -7.70 -0.88 3.15 0.2165
H -6.54 -2.12 2.68 0.2120
H -6.31 -0.45 2.15 0.2028
H -8.59 -2.30 1.29 0.2082
H -7.18 -1.91 0.31 0.2168
H -9.04 -0.55 -0.44 0.2498
H -7.84 0.50 0.28 0.2443



No. 5
76
Properties=species:S:1:pos:R:3:lowdin_charge:R:1 method="wB97M-V/def2-TZVPD" charge=-1 e_above_lowest_kj_mol=0.0 e_homo_ev="-4.77 / -4.77" e_tot_ha=-9230.22501
Mo 0.10 1.05 1.33 0.6297
O 0.84 1.16 3.18 -0.4462
N 2.10 1.27 3.55 -0.1629
C 2.33 1.20 4.88 0.0040
C 3.61 1.28 5.35 -0.0517
C 4.66 1.42 4.42 -0.0682
C 4.39 1.48 3.08 -0.0793
C 3.06 1.40 2.61 -0.6608
S 2.57 1.37 0.99 0.5789
H 1.43 1.05 5.46 0.0982
H 3.80 1.22 6.41 0.1056
H 5.68 1.47 4.76 0.1064
H 5.18 1.56 2.34 0.1097
S -1.47 0.29 5.64 -0.2238
Sb -2.29 0.01 3.55 -0.0950
S -1.87 2.01 2.22 0.0859
S -0.80 -1.03 1.97 0.0459
S -4.39 -0.70 3.15 -0.2245
Se 3.08 -2.08 1.56 0.2381
P 1.95 -2.10 -0.23 0.1434
Se 0.70 -0.35 -0.83 0.2077
C 0.95 -3.61 -0.36 -0.4149
C 1.62 -4.83 -0.51 -0.1058
C 0.90 -6.01 -0.57 -0.0895
C -0.49 -5.99 -0.48 -0.0930
C -1.15 -4.79 -0.32 -0.0692
C -0.44 -3.60 -0.26 -0.1253
C 3.00 -2.22 -1.72 -0.4307
C 2.46 -2.65 -2.92 -0.1023
C 3.24 -2.66 -4.07 -0.0872
C 4.56 -2.25 -4.02 -0.0993
C 5.10 -1.82 -2.82 -0.0882
C 4.33 -1.80 -1.67 -0.1078
H 2.70 -4.84 -0.56 0.1071
H 1.43 -6.95 -0.69 0.0977
H -1.04 -6.92 -0.52 0.0969
H -2.23 -4.76 -0.22 0.1077
H -0.95 -2.66 -0.11 0.0012
H 1.42 -2.97 -2.97 0.1091
H 2.81 -3.00 -5.01 0.0992
H 5.16 -2.26 -4.92 0.0956
H 6.14 -1.49 -2.78 0.0983
H 4.74 -1.48 -0.72 0.0621
I 0.72 3.18 -1.85 0.9682
C 0.53 4.20 -0.04 -0.7702
C 0.58 5.58 -0.04 -0.1378
C 0.52 6.24 1.17 -0.0631
C 0.41 5.50 2.34 -0.0453
C 0.34 4.12 2.24 -0.1901
N 0.40 3.47 1.07 -0.1518
H 0.66 6.12 -0.97 0.0875
H 0.55 7.32 1.21 0.1084
H 0.37 5.97 3.31 0.1092
H 0.21 3.50 3.11 0.0748
C -2.38 1.00 -2.45 -0.2359
N -2.59 0.87 -1.02 -0.1055
C -3.70 1.75 -0.63 -0.2133
N -4.93 1.44 -1.36 -0.0878
C -4.65 1.55 -2.79 -0.1920
N -3.57 0.66 -3.23 -0.0907
C -3.96 -0.72 -2.89 -0.1850
N -4.22 -0.89 -1.46 -0.0815
C -3.00 -0.52 -0.73 -0.2183
C -5.28 0.04 -1.07 -0.1708
H -1.56 0.34 -2.75 0.0894
H -2.10 2.03 -2.68 0.0723
H -3.41 2.79 -0.82 0.1220
H -3.88 1.63 0.44 0.0630
H -4.38 2.58 -3.02 0.1190
H -5.56 1.30 -3.35 0.1175
H -3.15 -1.39 -3.19 0.1232
H -4.86 -0.98 -3.45 0.1181
H -2.19 -1.18 -1.02 0.0732
H -3.19 -0.62 0.34 0.0604
H -5.45 -0.06 0.01 0.1109
H -6.20 -0.22 -1.60 0.1196



No. 6
14
Properties=species:S:1:pos:R:3:nbo_charge:R:1 method="wB97M-V/def2-TZVPD" e_above_lowest_kj_mol=229.3 e_homo_ev=-9.95 e_tot_ha=-423.93212
C 0.85 -0.62 -0.54 0.1831
C 0.41 0.85 -0.75 -0.4612
C -0.72 0.91 0.31 -0.1700
C -0.16 -1.04 0.53 -0.2081
C -1.45 -0.40 -0.02 0.6211
H 0.84 -1.23 -1.44 0.1835
H 0.04 1.06 -1.80 0.2278
H 1.24 1.53 -0.54 0.2370
H -1.19 1.85 0.51 0.2227
H 0.75 0.42 1.74 0.3653
H -0.08 -2.05 0.95 0.2281
N -0.18 0.12 1.47 -0.5777
O -2.49 -0.77 -0.45 -0.4824
F 2.14 -0.65 0.01 -0.3690